Below is 2 unconnected molecules or ions with the total composition C6H5NO3S in a non-equilibrium geometry, with properties calculated with the ωB97M-V functional and the def2-TZVPD basis.

```
16
Properties=species:S:1:pos:R:3
C 2.35 0.01 0.29
C 1.85 -1.03 -0.42
C 1.50 1.13 0.54
C 0.54 -1.06 -0.88
C 0.20 1.15 0.14
C -0.22 0.02 -0.64
N -2.68 -0.78 0.36
O -2.56 -1.85 -0.23
O -2.58 -0.55 1.55
O -3.01 1.80 0.00
S -3.06 0.57 -0.73
H 3.36 0.09 0.59
H 2.56 -1.61 -0.75
H 1.84 1.87 1.22
H 0.26 -1.91 -1.42
H -0.35 2.14 0.34
```

- HOMO-LUMO gap (spin up / spin down) (eV) = 8.8228 / 7.5525
- HOMO (spin up / spin down) (eV) = -9.6987 / -9.5928
- ΔE to the lowest compared entry with this formula, charge and spin (eV) = 5.846

These are the Löwdin partial charges, in e, on atoms 1 to 8: C -0.056; C -0.086; C -0.096; C -0.096; C -0.089; C 0.004; N -0.647; O -0.011

***

Below is a molecular structure, C5H11N3 in a non-equilibrium geometry, with properties calculated with the ωB97M-V functional and the def2-TZVPD basis.

```
19
Properties=species:S:1:pos:R:3
C 1.84 0.44 1.22
C 1.53 -0.11 -0.29
C 1.18 -1.34 -0.67
C -1.03 -0.24 0.03
C -2.05 -1.38 0.53
H 1.22 1.32 1.36
H 1.72 -0.45 1.96
H 2.96 0.78 1.30
H 2.15 0.59 -1.02
H 1.64 -1.80 -1.56
H 1.64 -2.22 0.30
H -1.22 -2.29 0.82
H -2.49 -1.68 -0.47
H -2.96 -1.10 1.19
H 0.42 1.63 -1.11
H -1.29 2.52 -0.81
N 0.17 -0.44 -0.77
N -1.51 1.04 0.11
N -0.46 2.05 -0.33
```

- HOMO-LUMO gap (eV) = 9.4750
- HOMO (eV) = -8.5055
- ΔE to the lowest compared entry with this formula, charge and spin (eV) = 7.474

These are the Löwdin partial charges, in e, on atoms 1 to 8: C -0.042; C -0.381; C -0.279; C -0.329; C -0.050; H 0.034; H 0.088; H 0.095

***

Below is a molecular structure, C13H37BNO7PSi2 in a non-equilibrium geometry, with properties calculated with the ωB97M-V functional and the def2-TZVPD basis.

```
62
Properties=species:S:1:pos:R:3
C 0.85 2.94 2.19
C 1.23 2.09 0.95
B 0.89 0.57 1.12
O -0.32 0.14 0.58
Si 1.97 -0.81 2.10
C 1.23 -1.00 3.84
C 2.31 -1.20 4.91
C 2.87 -2.65 4.91
N 4.34 -2.72 4.91
O 3.59 -0.40 2.33
Si 4.50 -0.07 0.98
C 5.69 1.33 1.42
C 5.06 2.20 2.51
O 5.24 1.61 3.80
H 1.22 3.95 2.04
H 1.33 2.54 3.09
H -0.23 3.02 2.31
H 2.26 2.31 0.68
H 0.62 2.46 0.12
H -0.81 -0.30 1.28
H 1.81 -2.13 1.45
H 0.62 -0.12 4.09
H 0.57 -1.87 3.87
H 1.90 -1.01 5.91
H 3.14 -0.50 4.80
H 2.54 -3.18 5.80
H 2.50 -3.13 4.01
H 4.71 -2.14 5.66
H 4.68 -2.36 4.03
H 5.21 -1.26 0.47
H 3.65 0.42 -0.13
H 5.85 1.94 0.53
H 6.61 0.88 1.79
H 3.99 2.34 2.31
H 5.52 3.19 2.54
H 4.37 1.43 4.16
O -4.19 -0.80 -5.26
P -4.35 -0.41 -3.85
O -3.10 -1.03 -3.02
C -1.78 -1.06 -3.57
C -0.94 0.11 -3.08
O -5.57 -1.34 -3.32
C -6.45 -1.99 -4.23
C -6.05 -3.44 -4.42
O -4.77 0.74 -2.79
C -4.08 1.99 -2.75
C -3.87 2.60 -4.12
H -1.81 -1.06 -4.67
H -1.33 -2.00 -3.25
H -1.31 1.05 -3.49
H 0.10 -0.01 -3.39
H -0.98 0.18 -1.99
H -6.48 -1.46 -5.18
H -7.45 -1.93 -3.80
H -5.00 -3.52 -4.69
H -6.65 -3.90 -5.21
H -6.20 -4.00 -3.50
H -3.12 1.86 -2.23
H -4.68 2.66 -2.14
H -3.26 1.95 -4.76
H -3.37 3.56 -4.04
H -4.83 2.74 -4.62
```

- HOMO-LUMO gap (eV) = 9.2967
- HOMO (eV) = -9.0630

These are the Löwdin partial charges, in e, on atoms 1 to 8: C -0.102; C -0.205; B -0.514; O 0.068; Si 0.583; C -0.278; C -0.261; C -0.280

***

Below is a molecular structure, C14H28BCl3F5IKLiMgNO12PS in a non-equilibrium geometry, with properties calculated with the ωB97M-V functional and the def2-TZVPD basis.

```
70
Properties=species:S:1:pos:R:3
C 1.46 -3.12 0.59
B 1.36 -2.61 -0.95
O 1.94 -3.45 -1.99
P 0.52 -0.89 -1.31
C 2.32 -0.15 -1.45
C 2.69 0.88 -0.23
F 4.13 1.23 -0.38
C -1.26 -1.60 -0.98
C -2.08 -0.51 -0.12
O -2.27 -0.70 1.09
I -2.85 1.29 -1.15
H 1.04 -2.28 1.26
H 2.57 -3.28 0.81
H 0.91 -4.10 0.81
H 2.66 -2.93 -2.42
H 0.26 0.06 -0.25
H 0.22 -0.60 -2.68
H 3.10 -1.04 -1.36
H 2.50 0.38 -2.49
H 2.57 0.28 0.74
H 2.01 1.80 -0.19
H -1.21 -2.54 -0.33
H -1.79 -1.84 -1.98
Mg -0.75 -4.81 1.33
Cl 1.36 -3.42 3.88
C 5.53 4.80 -2.24
C 5.15 5.83 -1.17
C 3.75 6.37 -1.53
S 2.93 5.06 -2.42
O 2.71 5.49 -3.78
O 1.86 4.51 -1.60
C 4.30 3.92 -2.41
H 6.40 4.22 -1.94
H 5.76 5.31 -3.18
H 5.11 5.34 -0.19
H 5.88 6.64 -1.11
H 3.18 6.62 -0.64
H 3.82 7.24 -2.18
H 4.31 3.34 -3.34
H 4.16 3.25 -1.56
C -5.39 -2.08 0.44
C -5.26 -1.19 1.66
O -6.48 -0.47 1.88
C -7.44 -1.12 2.57
O -7.32 -2.25 2.99
C -8.66 -0.23 2.78
F -8.99 0.45 1.67
F -8.44 0.69 3.74
F -9.75 -0.92 3.14
H -5.70 -1.51 -0.43
H -4.44 -2.58 0.22
H -6.15 -2.85 0.60
H -4.48 -0.44 1.48
H -4.97 -1.75 2.55
F 1.86 7.68 -2.00
C -5.63 -6.95 2.30
N -5.46 -6.07 1.11
O -4.79 -6.49 0.19
O -6.00 -4.98 1.16
H -5.10 -7.88 2.12
H -5.22 -6.43 3.16
H -6.70 -7.13 2.42
O 8.74 1.18 -0.11
Cl 8.30 2.52 0.22
O 7.47 2.47 1.40
O 7.53 3.05 -0.89
O 9.45 3.36 0.46
K 4.71 -0.35 -1.32
Cl -3.61 4.02 -1.11
Li 1.65 -5.72 4.63
```

- HOMO-LUMO gap (eV) = 1.6129
- HOMO (eV) = -7.9487

These are the Löwdin partial charges, in e, on atoms 1 to 8: C -0.176; B -0.538; O 0.044; P 0.847; C -0.429; C -0.125; F -0.353; C -0.338

***

| no. | calculated total energy (eV) |
| --- | --- |
| 1 | -24763.5041 |
| 2 | -9826.4322 |
| 3 | -55628.4100 |
| 4 | -143038.9069 |